Formula: C40H56Cl44I2NO2
Source: OMol25
Level of theory: ωB97M-V/def2-TZVPD

XYZ file:
```
145
Properties=species:S:1:pos:R:3
C -3.751 0.925 -6.022
C -3.832 2.441 -6.277
C -2.703 3.229 -5.588
C -2.388 2.766 -4.171
C -3.562 2.870 -3.188
C -3.140 3.282 -1.768
C -2.018 2.389 -1.311
C -1.557 2.641 0.129
C -0.048 2.566 0.247
C 0.495 1.196 -0.125
C -0.067 0.088 0.797
O -1.313 -0.298 0.217
C -2.373 -0.487 1.138
C -3.142 -1.727 0.704
C -3.813 -1.451 -0.666
C 0.765 -1.191 0.879
C 0.385 -1.937 2.173
C 1.258 -3.173 2.441
C 1.359 -4.158 1.280
C -0.001 -4.589 0.682
C -0.604 -5.803 1.431
C -1.753 -5.371 2.357
N 2.236 -1.035 0.911
C 2.890 0.049 0.119
C 2.028 1.213 -0.384
C 2.211 1.277 -1.915
C 1.779 0.005 -2.688
C 0.896 0.421 -3.876
O 1.116 -1.007 -1.944
C 2.651 2.501 0.200
I 3.390 4.103 -1.026
C 2.728 2.692 1.475
C 3.307 3.897 2.160
I 1.945 1.243 2.805
H -4.033 0.415 -6.931
H -4.457 0.659 -5.244
H -2.760 0.595 -5.733
H -3.693 2.574 -7.340
H -4.771 2.858 -5.939
H -1.805 3.058 -6.181
H -2.862 4.301 -5.605
H -1.958 1.774 -4.167
H -1.595 3.415 -3.799
H -4.362 3.485 -3.572
H -3.976 1.868 -3.081
H -2.893 4.338 -1.768
H -4.003 3.080 -1.144
H -2.234 1.341 -1.497
H -1.146 2.634 -1.918
H -2.097 2.055 0.862
H -1.823 3.676 0.336
H 0.219 2.852 1.261
H 0.340 3.329 -0.419
H 0.036 1.002 -1.082
H -0.298 0.544 1.756
H -3.100 0.323 1.145
H -2.047 -0.659 2.163
H -3.933 -1.973 1.402
H -2.479 -2.571 0.559
H -3.955 -0.376 -0.755
H -4.794 -1.896 -0.729
H -3.183 -1.740 -1.495
H 0.427 -1.837 0.091
H -0.636 -2.279 2.123
H 0.474 -1.240 3.005
H 2.258 -2.845 2.732
H 0.847 -3.674 3.310
H 1.815 -5.064 1.685
H 2.020 -3.840 0.470
H -0.692 -3.761 0.586
H 0.209 -4.928 -0.326
H 0.135 -6.371 1.983
H -1.003 -6.480 0.685
H -2.236 -6.258 2.739
H -2.441 -4.770 1.776
H -1.352 -4.762 3.159
H 2.537 -0.950 1.882
H 2.633 -1.923 0.608
H 3.427 -0.408 -0.698
H 3.674 0.455 0.740
H 3.273 1.386 -2.089
H 1.671 2.118 -2.317
H 2.648 -0.454 -3.144
H 1.488 0.829 -4.680
H 0.418 -0.488 -4.233
H 0.112 1.094 -3.539
H 0.167 -0.914 -2.061
H 3.341 3.717 3.226
H 2.641 4.738 2.027
H 4.313 4.106 1.834
C 0.772 3.741 6.568
Cl -0.611 3.718 5.467
Cl 1.209 2.083 7.003
Cl 2.144 4.524 5.774
Cl 0.351 4.634 8.027
C -6.664 5.697 -0.496
Cl -5.916 4.391 0.435
Cl -5.424 6.855 -0.992
Cl -7.454 5.027 -1.927
Cl -7.866 6.516 0.506
C 1.674 8.454 -0.214
Cl 0.730 9.918 0.063
Cl 3.373 8.878 -0.438
Cl 1.517 7.382 1.187
Cl 1.073 7.628 -1.655
C -2.195 -0.247 4.410
Cl -2.133 0.886 3.043
Cl -2.108 -1.905 3.793
Cl -0.836 0.062 5.493
Cl -3.702 -0.023 5.307
C 3.527 -7.844 1.500
Cl 2.527 -8.051 2.943
Cl 4.522 -6.389 1.685
Cl 4.566 -9.249 1.295
Cl 2.489 -7.663 0.083
C -0.235 1.881 11.054
Cl -1.201 3.314 11.416
Cl 1.470 2.332 10.939
Cl -0.444 0.687 12.336
Cl -0.763 1.192 9.513
C 8.719 -9.203 0.237
Cl 9.368 -10.449 1.307
Cl 10.042 -8.207 -0.380
Cl 7.873 -9.968 -1.110
Cl 7.582 -8.190 1.136
C 3.145 8.313 -4.949
Cl 3.410 6.935 -3.866
Cl 3.027 9.798 -4.003
Cl 4.496 8.439 -6.077
Cl 1.644 8.065 -5.846
C 1.594 -0.474 -8.240
Cl 2.751 -0.947 -6.985
Cl 0.105 0.100 -7.477
Cl 2.287 0.818 -9.221
Cl 1.233 -1.865 -9.261
C 6.954 -13.894 -0.481
Cl 5.938 -14.707 -1.674
Cl 7.170 -14.941 0.924
Cl 8.529 -13.536 -1.194
Cl 6.174 -12.387 0.025
C -8.065 2.431 3.830
Cl -8.335 3.838 2.802
Cl -9.386 1.281 3.609
Cl -6.525 1.646 3.400
Cl -7.999 2.943 5.518
```

Output
M in g mol⁻¹: 2396.633
Total charge: +1
HOMO level in eV: -11.52
Frontier orbital gap in eV: 8.9143
Maximum force in eV/Å: 6.60
Electronic energy in eV: -615148.1887

Formula: C40H56N2O6P2Sb2Ti
Source: OMol25
Level of theory: ωB97M-V/def2-TZVPD

XYZ file:
```
109
Properties=species:S:1:pos:R:3
Ti 0.936 0.382 0.219
C -2.478 -1.256 3.687
Sb -0.670 -0.787 2.592
C 0.288 -2.663 3.119
C 0.151 0.447 4.240
C 0.887 -0.347 5.264
C 0.165 -0.990 6.271
C 0.779 -1.783 7.225
C 2.153 -1.959 7.184
C 2.887 -1.313 6.204
C 2.285 -0.494 5.249
C 3.154 0.256 4.291
Sb 2.875 -0.159 2.172
C 3.743 1.747 1.649
C 4.658 -1.320 1.869
H -3.131 -0.385 3.673
H -2.207 -1.506 4.710
H -2.996 -2.103 3.242
H 0.536 -2.679 4.180
H 1.203 -2.794 2.539
H -0.380 -3.499 2.905
H -0.734 0.912 4.671
H 0.753 1.221 3.768
H -0.907 -0.838 6.318
H 0.189 -2.266 7.994
H 2.653 -2.572 7.922
H 3.965 -1.433 6.176
H 4.206 0.052 4.486
H 2.989 1.332 4.382
H 4.408 2.089 2.441
H 2.946 2.476 1.491
H 4.298 1.625 0.721
H 5.495 -0.808 2.338
H 4.845 -1.430 0.802
H 4.527 -2.304 2.318
O -2.092 1.624 1.686
C -1.240 1.772 0.820
O 0.038 1.862 1.057
C -1.653 1.794 -0.666
P -0.036 1.755 -1.532
C -0.218 1.371 -3.303
C 0.304 0.137 -3.692
C 0.368 -0.210 -5.033
C -0.081 0.681 -5.995
C -0.585 1.918 -5.616
C -0.653 2.267 -4.277
C 0.497 3.496 -1.530
C 1.871 3.711 -1.407
C 2.378 5.000 -1.425
C 1.519 6.081 -1.569
C 0.152 5.872 -1.671
C -0.361 4.584 -1.652
H -2.319 2.630 -0.880
H -2.189 0.865 -0.867
H 0.682 -0.531 -2.928
H 0.780 -1.167 -5.327
H -0.022 0.420 -7.043
H -0.910 2.623 -6.371
H -1.029 3.242 -3.992
H 2.526 2.852 -1.303
H 3.443 5.168 -1.331
H 1.916 7.087 -1.605
H -0.522 6.714 -1.768
H -1.432 4.438 -1.724
O 4.121 -3.611 -2.131
C 2.989 -4.166 -1.748
O 2.765 -5.346 -1.879
C 1.962 -3.269 -1.152
C 0.704 -3.667 -0.783
N 0.036 -2.584 -0.328
N 0.781 -1.470 -0.407
C 1.987 -1.872 -0.900
C 2.973 -0.817 -1.112
O 4.099 -1.052 -1.575
O 2.565 0.363 -0.751
H 4.172 -2.629 -1.932
H 0.274 -4.654 -0.799
H -0.948 -2.501 -0.127
C -3.163 -3.778 0.622
C -4.119 -2.856 -0.142
C -4.844 -1.943 0.849
P -3.209 -1.873 -1.465
C -4.680 -1.017 -2.263
C -4.935 0.326 -1.552
C -4.500 -0.738 -3.756
C -2.814 -3.306 -2.625
C -3.995 -4.148 -3.109
C -1.928 -2.825 -3.784
H -3.737 -4.470 1.240
H -2.523 -3.197 1.293
H -2.543 -4.383 -0.042
H -4.862 -3.475 -0.653
H -4.176 -1.171 1.240
H -5.208 -2.530 1.696
H -5.705 -1.459 0.390
H -5.545 -1.672 -2.122
H -4.356 1.115 -2.036
H -4.654 0.312 -0.500
H -5.989 0.599 -1.621
H -4.409 -1.641 -4.354
H -3.613 -0.122 -3.927
H -5.367 -0.185 -4.126
H -2.184 -3.955 -2.008
H -4.798 -3.530 -3.509
H -4.411 -4.766 -2.314
H -3.660 -4.818 -3.904
H -2.518 -2.597 -4.671
H -1.203 -3.594 -4.059
H -1.377 -1.927 -3.513
```

Output
M in g mol⁻¹: 1014.231
Total charge: 0
HOMO level (spin up / spin down) in eV: -6.10 / -8.17
Frontier orbital gap (spin up / spin down) in eV: 6.3713 / 8.2464
Maximum force in eV/Å: 2.41
2S+1: 3
ΔE to the lowest compared entry with this formula, charge and spin in kJ/mol: 78.67
<S²>: 2.0203
Electronic energy in eV: -112423.6850

Formula: C40H57BCl2N6RuSi4
Source: OMol25
Level of theory: ωB97M-V/def2-TZVPD

XYZ file:
```
111
Properties=species:S:1:pos:R:3
Ru -0.374 -0.603 -0.226
C -5.400 0.054 0.875
C -4.048 -0.401 1.236
C -3.444 -0.629 2.486
C -2.092 -0.921 2.244
N -1.926 -0.832 0.894
N -3.096 -0.552 0.275
B -3.132 -0.921 -1.274
N -2.270 0.150 -2.107
N -0.925 0.058 -1.959
C -0.299 0.470 -3.081
C -1.282 0.927 -3.968
C -2.512 0.779 -3.303
C -3.889 1.137 -3.625
C 1.128 0.448 -3.435
C 1.390 1.252 -4.558
C 2.598 1.238 -5.239
C 3.647 0.514 -4.722
C 3.464 -0.212 -3.559
C 2.227 -0.245 -2.902
N -2.444 -2.349 -1.453
N -1.078 -2.474 -1.117
C -0.713 -3.776 -1.284
C -1.856 -4.485 -1.670
C -2.907 -3.569 -1.791
C -4.311 -3.884 -2.191
C 0.573 -4.457 -1.119
C 1.900 -4.011 -1.099
C 2.973 -4.903 -1.013
C 2.787 -6.271 -1.014
C 1.501 -6.747 -1.098
C 0.421 -5.879 -1.070
C -1.138 -1.389 3.270
C -1.594 -1.104 4.545
C -0.991 -1.617 5.671
C 0.198 -2.294 5.558
C 0.719 -2.559 4.299
C 0.031 -2.169 3.140
H -5.907 0.581 1.704
H -6.016 -0.789 0.560
H -5.324 0.705 0.014
H -3.902 -0.656 3.458
H -4.270 -0.895 -1.662
H -1.167 1.167 -5.026
H -3.991 2.012 -4.240
H -4.445 1.287 -2.695
H -4.372 0.312 -4.142
H 0.605 1.984 -4.818
H 2.724 1.803 -6.161
H 4.618 0.511 -5.231
H 4.281 -0.755 -3.084
H 2.143 -0.731 -1.946
H -1.927 -5.513 -1.980
H -4.495 -4.965 -2.207
H -4.523 -3.458 -3.170
H -5.014 -3.461 -1.478
H 2.141 -2.943 -1.102
H 3.977 -4.459 -0.996
H 3.615 -6.976 -0.964
H 1.351 -7.810 -1.196
H -0.598 -6.278 -0.996
H -2.436 -0.415 4.633
H -1.429 -1.459 6.650
H 0.755 -2.590 6.456
H 1.651 -3.090 4.219
H 0.446 -2.445 2.146
Cl 2.710 -1.321 0.824
C 4.432 -2.161 0.967
Cl 5.358 -1.931 -0.481
H 4.219 -3.227 1.147
H 4.920 -1.684 1.822
C 1.904 3.395 -2.131
Si 2.449 2.724 -0.419
C 2.942 4.284 0.552
C 4.063 1.674 -0.529
Si 0.325 1.415 0.484
Si -1.037 3.468 0.497
C -0.618 5.169 1.254
C -2.605 2.945 1.393
C -1.499 3.899 -1.309
Si 1.178 1.939 2.945
C -0.435 1.885 3.941
C 1.956 3.643 3.338
C 2.472 0.689 3.581
H 2.603 3.054 -2.900
H 1.890 4.496 -2.159
H 0.902 3.047 -2.441
H 3.347 4.960 -0.174
H 3.714 4.037 1.298
H 2.097 4.740 1.073
H 4.801 2.213 -1.116
H 3.864 0.690 -0.991
H 4.486 1.472 0.456
H -0.348 5.106 2.313
H -1.444 5.848 1.122
H 0.244 5.614 0.736
H -2.515 3.184 2.465
H -2.825 1.876 1.290
H -3.420 3.499 0.958
H -0.678 4.420 -1.803
H -2.391 4.535 -1.357
H -1.720 3.002 -1.926
H -0.809 2.901 4.038
H -0.231 1.534 4.948
H -1.249 1.241 3.538
H 1.512 4.441 2.738
H 3.023 3.604 3.123
H 1.841 3.849 4.387
H 2.157 -0.356 3.469
H 2.675 0.907 4.634
H 3.411 0.830 3.042
```

Output
M in g mol⁻¹: 917.070
Total charge: +1
HOMO level (spin up / spin down) in eV: -8.71 / -10.25
Frontier orbital gap (spin up / spin down) in eV: 6.8134 / 5.0023
Maximum force in eV/Å: 4.43
2S+1: 6
<S²>: 8.7724
Electronic energy in eV: -111153.0161

Question: Look up the electronic energy of the third one.
Answer: -111153.0161 eV